(1)
DFT (ωB97M-V/def2-TZVPD) results for a molecular structure, C18H29N2O3OsP2 in a non-equilibrium geometry.

Values from the calculation:
* molecular weight: 573.619 g mol⁻¹
* frontier orbital gap (spin up / spin down): 6.399 / 7.034 eV
* highest occupied orbital energy (spin up / spin down): -9.28 / -11.09 eV

```
! wB97M-V def2-TZVPD RIJCOSX def2/J DEFGRID3
* xyz 1 5
H -1.956 -1.027 3.306
C -0.530 -1.387 1.764
H -3.184 -0.428 -5.422
H -2.550 -1.508 -1.533
H 0.278 4.527 -3.530
H 1.320 -0.877 0.961
O -2.670 -1.233 -5.711
H 2.823 0.946 2.677
C -0.338 -2.254 4.086
H 2.335 3.786 -2.218
H -2.771 2.368 -0.585
C -2.288 1.503 -1.119
H -2.904 1.257 -1.977
H 4.255 -0.532 -0.865
C -0.950 3.049 -2.511
H 1.205 -0.896 -4.079
C 0.149 -3.413 3.570
C 3.338 0.319 1.948
C -0.849 -1.147 3.215
C -0.119 -2.624 1.270
H 3.235 -1.865 -0.281
H -2.896 1.877 1.660
C 0.224 3.725 -2.800
C -2.910 -1.296 -0.524
H 2.814 2.666 0.364
C -0.982 2.062 -1.548
H 0.419 -4.224 4.257
H -0.352 -2.042 5.162
P 2.417 0.287 0.394
H 0.581 -4.613 1.782
H -3.998 -1.214 -0.545
N 0.128 1.765 -0.830
H 1.991 -2.147 -3.768
H 3.305 1.856 -1.155
H 3.360 -0.691 2.358
C 1.287 2.361 -1.105
P -2.143 0.161 0.148
O 0.315 0.451 4.651
H -3.557 0.268 2.117
H 2.711 -0.901 -1.697
H -1.877 3.220 -3.054
H -1.916 -1.118 -5.103
Os 0.035 0.285 0.668
H 0.067 -2.710 0.185
N -0.111 0.937 2.374
H 4.366 0.676 1.833
H -4.271 1.229 0.750
C 3.221 -0.863 -0.726
C 0.262 -3.649 2.170
C 1.363 3.352 -2.066
C -3.348 0.950 1.282
C -0.173 0.198 3.531
H -2.609 -2.116 0.135
O 1.916 -1.212 -3.486
C 2.532 1.906 -0.378
*
```

(2)
DFT (ωB97M-V/def2-TZVPD) results for a gas-phase ion, C18H29N4O (charge +1) in a non-equilibrium geometry.

Values from the calculation:
* molecular weight: 317.457 g mol⁻¹
* frontier orbital gap: 8.567 eV
* highest occupied orbital energy: -10.69 eV
* structure (SMILES): COc1ccc([C@H](N(C)C)[N+]2=C3N(C)CCCN3CCC2)cc1
* ΔE to the lowest compared entry with this formula, charge and spin: 0.00 kcal per mole

```
! wB97M-V def2-TZVPD RIJCOSX def2/J DEFGRID3
* xyz 1 1
C -2.820 0.508 0.922
H 3.356 -1.961 4.549
H -3.695 0.458 1.589
H -3.182 0.246 -0.080
H 0.286 -0.374 5.348
H -3.068 2.603 0.933
H 0.508 -3.374 1.850
C -1.565 -2.902 1.745
N -1.864 -0.512 1.360
H -1.648 2.068 0.028
N 0.257 -1.303 2.130
H -2.092 2.010 3.059
C -0.134 -2.571 1.478
H 4.490 -5.064 2.595
H 0.124 -2.100 5.857
H 0.893 1.008 3.943
H 7.119 -4.871 2.567
C 2.899 -3.585 2.471
H -2.602 -1.977 0.097
C 0.140 -1.415 4.992
H -0.826 -1.505 4.468
H -3.438 -1.856 1.629
N -0.389 1.037 2.260
H -0.926 3.034 2.168
C 0.819 1.463 2.951
H 0.744 2.543 3.097
H 5.347 -1.495 0.342
C 2.394 -2.325 4.951
C 1.457 -1.392 2.853
N 1.263 -1.865 4.186
H 2.276 -2.017 6.000
C -2.241 1.888 0.929
O 6.263 -3.801 0.928
H 0.069 -2.406 0.404
H -1.845 -3.850 1.284
C -0.662 -0.246 1.946
C 5.023 -3.396 1.308
H 1.705 1.281 2.329
C 2.567 -2.258 2.162
H 7.922 -4.872 0.961
H 3.160 -0.548 0.983
H 2.044 -0.448 2.974
C 6.960 -4.937 1.480
C 4.145 -4.121 2.140
H 2.372 -3.423 4.945
H -1.728 -3.011 2.817
C 4.638 -2.092 0.909
C -1.421 2.062 2.178
H 2.229 -4.229 3.052
H 6.459 -5.883 1.229
C 3.419 -1.559 1.290
C -2.441 -1.843 1.175
*
```

(3)
DFT (ωB97M-V/def2-TZVPD) results for 5 unconnected molecules or ions with the total composition C18H29N5O2 in a non-equilibrium geometry.

Values from the calculation:
* molecular weight: 347.463 g mol⁻¹
* frontier orbital gap: 8.461 eV
* highest occupied orbital energy: -8.08 eV
* structure (SMILES): c1cc[nH]c1.c1cc[nH]c1.c1cc[nH]c1.CNC(C)=O.CNC(C)=O
* ΔE to the lowest compared entry with this formula, charge and spin: 97.33 kcal per mole

```
! wB97M-V def2-TZVPD RIJCOSX def2/J DEFGRID3
* xyz 0 1
C 3.021 -2.544 4.725
C -4.910 -1.565 -0.503
H 1.227 6.913 -4.996
C -1.690 6.379 -3.816
H -2.284 -3.435 -0.311
N -0.679 6.079 -4.626
C 2.365 -1.345 4.720
H 4.052 -2.846 4.832
H -2.571 5.117 1.110
N -0.695 3.669 0.694
H -2.265 5.301 2.888
H -5.457 -0.649 -0.336
C -3.639 -1.717 -0.052
C -1.544 7.639 -3.395
C 3.075 -3.758 -1.106
H -4.100 -4.397 -1.607
H -2.448 5.617 -3.714
N 4.092 -5.833 -0.775
C 3.030 -5.196 -1.331
C 2.023 -3.508 4.439
H 3.430 -7.705 -1.298
H 1.163 2.526 0.866
N -4.189 -3.449 -1.270
H -6.297 -2.932 -1.527
C 0.814 -2.853 4.258
H 2.224 -4.569 4.463
N 1.004 -1.531 4.412
H 4.779 -5.288 -0.273
C -1.266 3.678 1.903
C -3.251 -2.975 -0.449
H -0.155 -3.294 4.074
H 0.895 3.446 -0.492
H -0.560 5.151 -5.008
C -0.250 8.101 -3.807
H 2.704 -0.334 4.894
H -3.107 -0.920 0.447
H 2.535 -3.562 -0.180
H 5.207 -7.499 -1.396
H 4.112 -3.425 -1.150
H 0.278 9.025 -3.625
H -0.818 4.505 0.139
C 4.307 -7.257 -0.830
H -2.137 8.318 -2.801
O 2.137 -5.760 -2.003
C -5.316 -2.666 -1.160
H -0.020 1.856 -0.250
O -1.045 2.851 2.801
C -2.420 4.607 2.061
H -3.336 4.046 2.243
H 4.582 -7.728 0.113
C 0.227 7.069 -4.620
H 2.561 -3.283 -1.942
H 0.253 -0.856 4.381
C 0.353 2.784 0.183
*
```

(4)
DFT (ωB97M-V/def2-TZVPD) results for a single C18H29NO3 molecule.

Values from the calculation:
* molecular weight: 307.434 g mol⁻¹
* frontier orbital gap: 9.702 eV
* highest occupied orbital energy: -9.02 eV
* structure (SMILES): CCOC(=O)[C@H]1C[C@H]2C[C@@H](C1)CN(C(=O)C1CCCCC1)C2
* ΔE to the lowest compared entry with this formula, charge and spin: 0.00 kcal per mole

```
! wB97M-V def2-TZVPD RIJCOSX def2/J DEFGRID3
* xyz 0 1
H 0.452 2.989 -1.279
C 1.151 -4.071 -0.584
H 0.250 6.776 0.351
C 1.902 -6.347 2.124
O 1.630 -4.560 -1.574
C 0.616 -0.454 0.680
H -1.490 3.520 1.020
H 2.605 -5.646 2.566
H -1.257 4.104 -2.653
C 0.584 0.389 -0.621
C -1.207 4.307 -1.581
C -0.474 3.408 0.635
H -1.335 6.030 0.573
H -2.231 4.412 -1.220
N -0.772 0.660 -1.034
C -0.812 -0.678 1.170
H -0.911 6.424 -1.828
C -0.554 3.119 -0.870
H 1.087 -0.153 -1.429
C -1.578 -1.409 0.071
O -2.585 1.946 -1.334
H -1.038 -3.366 0.772
H 0.353 4.884 1.969
H 2.310 -7.351 2.197
H -2.581 -0.201 -1.450
C -1.572 -0.538 -1.205
H 0.632 -2.271 -1.532
C 0.313 4.689 0.895
H 1.340 4.564 0.540
C 0.534 -2.686 -0.526
H -2.613 -1.562 0.392
C -1.393 1.866 -1.096
C -0.948 -2.787 -0.150
H 0.584 5.491 -1.735
C 1.661 -6.000 0.667
H -1.182 -1.103 -2.058
H 1.334 -2.331 1.436
C -0.332 5.869 0.174
C -0.424 5.588 -1.322
H 2.320 -1.667 0.129
H -1.487 -3.320 -0.937
H 1.181 0.090 1.445
C 1.295 -1.812 0.477
H -1.295 0.276 1.391
O 1.104 -4.686 0.598
H 0.957 -6.701 0.204
H 1.124 1.320 -0.469
H -0.006 2.573 1.162
H 2.591 -6.020 0.088
H -0.805 -1.273 2.085
H 0.969 -6.301 2.679
*
```

(5)
DFT (ωB97M-V/def2-TZVPD) results for a molecular structure, C18H29NZn.

Values from the calculation:
* molecular weight: 324.827 g mol⁻¹
* frontier orbital gap: 8.909 eV
* highest occupied orbital energy: -8.64 eV
* ΔE to the lowest compared entry with this formula, charge and spin: 2.73 kcal per mole

```
! wB97M-V def2-TZVPD RIJCOSX def2/J DEFGRID3
* xyz 0 1
H -2.412 -3.805 2.692
C -0.030 0.027 2.998
H 1.642 -2.621 -0.380
H -3.390 -3.432 -0.260
Zn 0.055 -0.397 0.501
H 0.714 0.115 5.608
H -0.938 0.715 5.474
H 1.459 -4.367 -0.302
C -1.198 -1.510 1.680
H -2.030 -2.496 -0.870
H -2.097 0.415 2.363
C 0.158 -2.035 1.943
H -1.586 2.271 3.582
H 2.291 -3.358 3.156
C -3.542 -1.090 0.889
C 0.852 -3.331 1.507
N 1.640 1.979 -0.542
H 2.473 0.827 3.921
H 0.042 -3.355 -0.541
H -3.168 -0.390 0.137
H 0.031 -4.482 3.149
C 0.132 -4.562 2.067
H 2.053 2.521 4.137
C -1.247 -0.244 2.381
H -0.409 2.678 2.323
C 0.336 1.260 3.795
C 0.817 -1.061 2.722
H 2.759 -4.298 1.741
H -3.209 -2.352 3.283
H -4.436 -1.567 0.486
C 0.991 -3.423 -0.017
C -3.069 -2.987 2.408
H 2.882 -2.543 1.704
C 0.107 0.961 5.283
H -1.756 -3.919 0.137
H -0.858 -4.702 1.649
H -0.238 3.333 3.953
H -4.038 -3.411 2.140
C -0.529 2.450 3.383
H 2.019 1.809 2.523
C 1.012 1.098 -0.156
H -3.851 -0.522 1.763
C 2.280 -3.375 2.067
C 1.807 1.618 3.575
C -2.398 -3.056 -0.006
C -2.507 -2.169 1.233
H 0.713 -5.460 1.849
H 0.373 1.826 5.894
H 1.851 -1.123 3.010
*
```

(6)
DFT (ωB97M-V/def2-TZVPD) results for a molecular structure, C18H30AsCl5F6N3O6RuS2Si3.

Values from the calculation:
* molecular weight: 1000.090 g mol⁻¹
* frontier orbital gap (spin up / spin down): 7.448 / 6.072 eV
* highest occupied orbital energy (spin up / spin down): -12.18 / -12.26 eV
* ΔE to the lowest compared entry with this formula, charge and spin: 51.66 kcal per mole

```
! wB97M-V def2-TZVPD RIJCOSX def2/J DEFGRID3
* xyz 1 5
C 0.777 -3.181 -0.629
H 3.532 -0.683 -0.750
H -0.092 3.479 -3.358
O -2.558 -0.265 -0.334
C -2.026 1.003 -3.233
S -2.899 -1.316 0.591
C 1.097 -5.558 -0.820
C -1.375 -2.259 3.878
H 1.779 4.117 -2.589
Cl -0.530 -1.663 -2.249
As 0.073 1.350 -0.317
O -2.786 -3.735 2.207
H -0.520 4.451 -1.935
H -2.788 2.441 1.813
Cl -0.091 -7.069 -2.718
H 2.418 -0.004 -2.433
O 1.333 -1.162 1.761
Si -1.630 2.196 -1.866
F -4.068 -2.088 -1.613
F -1.732 -3.140 4.796
H 3.253 2.801 1.013
H -1.138 0.692 -3.786
C 1.375 -4.352 -0.171
C 2.239 3.932 -1.623
H -2.582 0.135 -2.893
H 3.279 -2.310 -0.536
C -0.887 3.715 -2.649
H 4.450 2.205 -0.123
F -0.127 -1.875 4.096
O -0.301 -3.837 2.091
H 1.783 4.595 -0.888
H 4.433 -1.652 1.377
C 2.573 1.065 -2.590
F -2.698 -3.558 -0.820
N 3.529 -1.260 1.150
H -2.870 3.536 -0.197
Ru 0.556 -1.267 0.020
O -3.851 -1.068 1.618
C 0.938 1.626 3.094
C 0.022 -3.257 -1.777
H -2.135 2.418 3.451
F -4.635 -3.257 0.112
H 1.045 4.320 1.344
C -0.008 4.112 1.537
F -2.171 -1.197 3.950
Si -0.306 2.304 1.901
S -1.512 -3.096 2.222
H 1.911 1.360 -3.409
Cl -1.285 -4.366 -3.841
O 2.911 -1.442 3.325
H -0.596 4.475 0.692
Si 2.211 2.143 -1.097
N 3.078 -1.382 -0.169
H 3.599 1.217 -2.936
Cl 2.455 -4.326 1.159
N -1.473 -1.891 1.110
H 0.739 0.587 3.351
H -2.270 0.919 2.545
C -3.634 -2.664 -0.492
H 3.485 1.069 0.828
H 3.295 4.211 -1.698
C 0.257 -5.591 -1.946
Cl 1.782 -7.012 -0.242
H -2.656 1.551 -3.941
C -2.040 1.978 2.453
C 3.454 2.010 0.285
H -1.697 4.185 -3.216
C -3.110 2.715 -0.874
C -0.288 -4.410 -2.458
H 1.967 1.707 2.745
H 0.853 2.217 4.011
H -3.850 3.090 -1.587
H -3.561 1.897 -0.317
C 2.596 -1.322 2.179
H -0.302 4.694 2.415
*
```